[1]
ORCA calculation (the ωB97M-V functional and the def2-TZVPD basis) on a molecular structure, C29H34N5O5ReSSe2Si in a non-equilibrium geometry.

```
78
Properties=species:S:1:pos:R:3:forces:R:3
Re -1.190558 0.239012 0.224630 -0.9 -0.2 -0.7
O 1.673787 2.809999 4.991193 -0.1 -0.1 -0.1
C 1.076997 2.300079 4.094123 0.1 0.0 0.0
C -0.307808 2.733608 3.529965 0.2 -0.1 0.1
O -1.054734 3.553549 3.983872 0.0 0.0 0.0
C -0.486656 1.863454 2.354428 0.3 -0.2 -0.2
C 0.561657 0.992253 2.184965 -0.1 0.3 0.4
O 0.516543 0.147384 1.156861 0.5 -0.2 0.0
C 1.552354 1.078626 3.253160 -0.4 0.2 0.1
O 2.494106 0.362121 3.488456 -0.2 0.1 0.2
O -1.496829 1.780422 1.528806 0.0 0.2 0.5
Se -1.993590 -3.449238 -0.040256 -0.1 0.0 0.0
Se -0.155444 -2.933509 1.268552 0.1 0.0 0.0
C -1.159247 -1.936083 2.554940 0.0 0.0 0.0
C -1.215878 -2.381090 3.863022 0.1 0.0 -0.1
C -2.030763 -1.715235 4.761110 -0.1 0.0 0.0
C -2.785220 -0.650445 4.305372 0.0 0.1 -0.2
C -2.650139 -0.250085 2.987520 0.1 -0.1 0.2
N -1.828694 -0.859822 2.117813 0.0 0.1 0.3
C -1.443023 -2.453747 -1.577009 -0.1 -0.3 -0.3
C -1.540813 -3.116784 -2.794408 0.1 0.1 0.2
C -1.021577 -2.522478 -3.931677 0.1 0.1 0.1
C -0.363090 -1.312542 -3.792572 -0.1 -0.1 0.1
C -0.329154 -0.709513 -2.549590 0.1 0.1 -0.1
N -0.917412 -1.228617 -1.453387 0.0 0.0 0.1
H -0.643620 -3.247242 4.156729 0.0 -0.1 0.0
H -2.091605 -2.039415 5.788952 0.0 0.0 0.1
H -3.450594 -0.106344 4.956330 -0.1 0.0 0.0
H -3.169357 0.621783 2.630796 -0.1 0.1 0.0
H -1.979327 -4.103014 -2.827041 0.0 0.0 0.0
H -1.085352 -3.019113 -4.887839 0.0 0.0 -0.1
H 0.132268 -0.831069 -4.620744 0.0 0.0 0.0
H 0.180299 0.231928 -2.415556 -0.2 0.0 -0.1
C -3.766991 3.311206 -0.909075 0.0 -0.2 0.1
Si -3.143531 1.656628 -1.459188 0.0 -0.1 -0.2
C -3.524190 1.173486 -3.216643 0.1 0.0 0.2
C -3.847403 0.286464 -0.357059 0.2 0.0 -0.1
N -1.372843 1.547131 -1.107317 0.2 0.0 0.1
C -0.459993 2.569087 -1.479435 -0.4 -0.1 0.0
C -0.798704 3.453953 -2.496080 0.1 0.3 -0.2
C 0.088229 4.444878 -2.885593 -0.2 -0.1 -0.1
C 1.319191 4.556388 -2.263829 0.1 0.1 0.0
C 1.665994 3.658065 -1.271029 0.0 -0.1 0.1
C 0.785787 2.659957 -0.881728 0.4 0.1 0.1
H -4.855483 3.329329 -0.941167 -0.1 0.0 0.0
H -3.401305 4.128310 -1.522738 0.0 0.1 -0.1
H -3.450261 3.494702 0.116689 0.0 0.0 0.1
H -4.602626 1.063929 -3.323366 -0.1 0.0 0.0
H -3.069697 0.214361 -3.461812 0.1 -0.1 0.0
H -3.196327 1.899051 -3.954169 0.1 0.1 -0.1
H -4.913438 0.289158 -0.584855 -0.1 0.0 -0.1
H -3.791458 0.483290 0.705180 -0.1 0.1 0.2
H -3.529313 -0.737862 -0.567216 0.0 -0.1 0.0
H -1.746202 3.364719 -3.002845 -0.1 0.0 -0.1
H -0.184307 5.127170 -3.677659 0.0 0.0 0.0
H 2.008683 5.330803 -2.563296 0.1 0.1 0.0
H 2.637159 3.718148 -0.801688 0.0 0.0 0.0
H 1.093086 1.934262 -0.146167 0.0 0.0 0.0
C 4.149541 0.227333 0.947222 0.0 0.3 -0.1
N 3.828405 -1.166425 0.710362 0.1 0.3 0.1
C 3.963608 -2.027207 1.871085 -0.2 -0.1 0.4
C 3.185544 -1.556973 -0.395784 -0.1 0.0 0.0
S 2.408592 -0.488483 -1.430414 0.2 0.2 -0.2
N 3.207497 -2.889356 -0.628901 -0.3 -0.3 0.0
C 4.352787 -3.698011 -0.265450 0.3 -0.2 -0.3
C 2.304465 -3.500813 -1.576984 0.0 0.0 -0.1
H 5.130428 0.281094 1.417089 0.1 0.0 0.1
H 3.418753 0.680713 1.618140 0.2 0.0 -0.2
H 4.162699 0.766641 0.002354 0.1 -0.1 0.1
H 3.599399 -1.481547 2.740760 0.1 0.0 0.0
H 5.000237 -2.324150 2.037363 0.0 0.0 0.1
H 3.351434 -2.920912 1.742286 0.1 0.2 0.1
H 5.176482 -3.056711 0.043038 0.0 -0.2 -0.1
H 4.670532 -4.261481 -1.144962 0.0 0.0 0.0
H 4.130255 -4.405126 0.535503 0.0 -0.1 0.0
H 1.406760 -2.891809 -1.674612 0.1 -0.1 0.0
H 2.046332 -4.500896 -1.220635 0.0 0.0 0.0
H 2.764655 -3.591300 -2.566908 0.0 0.0 0.0
```
Positions in Å, forces in eV/Å.

Kohn-Sham gap (spin up / spin down) (eV): 5.8 / 6.1
Multiplicity: 2
DFT total energy (eV): -199842.51378
Total charge: +1
LUMO level (spin up / spin down) (eV): -4.39 / -4.09
ΔE to the lowest compared entry with this formula, charge and spin (eV): 2.0001
E_HOMO (spin up / spin down) (eV): -10.16 / -10.17

Results of the Mulliken charge analysis, in e, for atoms 1 through 5: atom 1 (Re): -0.418, atom 2 (O): -0.498, atom 3 (C): 0.141, atom 4 (C): 0.082, atom 5 (O): -0.562

***

[2]
ORCA calculation (the ωB97M-V functional and the def2-TZVPD basis) on a molecular structure, C29H35BBr4N9O6SV in a non-equilibrium geometry.

```
86
Properties=species:S:1:pos:R:3:forces:R:3
V 0.519709 0.295115 0.076559 0.8 0.9 1.0
C -1.081943 3.361700 -0.689995 0.1 -0.1 0.0
C -0.561789 3.047778 0.668045 -0.1 0.2 0.3
C -0.517137 3.864823 1.800689 0.1 -0.1 -0.1
C -0.016039 3.078478 2.829166 -0.2 0.1 -0.2
C 0.282113 3.455873 4.237822 0.0 -0.1 0.0
N 0.191147 1.846072 2.329986 0.0 0.3 0.7
N -0.118629 1.838634 1.015238 -0.3 0.9 0.3
B 0.704533 0.568996 3.017793 0.1 0.0 -0.3
N -0.190439 -0.633464 2.601456 -0.1 0.0 0.5
N -0.131575 -1.057005 1.313499 -0.5 -1.1 0.5
C -0.626373 -2.299492 1.253007 0.0 -0.2 0.3
C -0.600126 -3.130150 0.013458 0.0 0.1 0.0
C -1.043233 -2.669706 2.531079 0.0 0.1 0.0
C -0.736927 -1.598758 3.359700 -0.1 -0.1 -0.2
C -0.929379 -1.473230 4.829587 0.0 0.1 0.0
N 2.086661 0.230402 2.394155 0.2 0.0 0.5
N 2.149329 0.012848 1.056960 1.8 -0.2 0.4
C 3.353743 -0.485046 0.762097 0.1 0.0 0.2
C 3.738088 -0.901002 -0.616435 0.0 0.1 0.1
C 4.091233 -0.577032 1.941297 -0.1 0.0 0.0
C 3.257831 -0.118229 2.953446 0.2 -0.1 -0.3
C 3.540514 -0.012952 4.409578 -0.1 0.1 0.0
H -1.826918 4.151395 -0.621700 0.0 0.0 0.0
H -1.560755 2.483201 -1.123830 0.0 0.0 0.0
H -0.281813 3.700148 -1.351404 0.0 0.0 0.0
H -0.805455 4.900205 1.854374 0.0 0.0 0.0
H 0.094439 4.517247 4.376428 0.0 0.0 0.0
H 1.327665 3.257299 4.473994 0.0 0.0 0.0
H -0.334148 2.893480 4.939680 0.0 0.0 0.0
H 0.758240 0.700636 4.193675 0.0 0.0 0.1
H -0.062616 -2.618949 -0.787749 -0.1 -0.1 -0.1
H -1.605805 -3.371690 -0.331231 0.0 0.0 0.0
H -0.092052 -4.070740 0.224965 0.0 0.0 0.0
H -1.488068 -3.603221 2.829114 0.0 0.0 0.0
H -1.540489 -2.295654 5.191791 0.0 0.0 0.0
H -1.422775 -0.533145 5.074115 0.0 0.0 0.1
H 0.027849 -1.497628 5.351799 0.0 0.0 0.0
H 2.902567 -0.798867 -1.309791 0.1 0.0 -0.1
H 4.058258 -1.942686 -0.608815 0.0 0.0 0.0
H 4.570212 -0.297578 -0.978307 -0.1 0.0 -0.1
H 5.096230 -0.945614 2.049182 0.0 0.0 0.0
H 4.542615 -0.380846 4.612401 0.0 0.0 0.0
H 2.826575 -0.594338 4.992753 0.0 0.0 0.0
H 3.482706 1.023047 4.744893 0.0 0.0 0.0
Br -0.048577 1.097704 -6.644924 0.0 0.0 0.1
C 0.564694 1.236360 -4.874947 -0.1 -0.1 0.0
C 1.742529 1.965298 -4.589807 0.1 0.0 0.2
Br 2.720273 2.755220 -5.985791 -0.1 0.0 0.1
C 2.198971 2.090458 -3.286400 0.2 0.2 -0.1
Br 3.776175 3.006234 -2.836838 -0.1 0.0 0.1
C 1.475447 1.508907 -2.234615 -0.5 -0.3 -0.5
O 1.727040 1.581250 -0.971289 -0.1 -0.4 0.2
C 0.316741 0.742994 -2.552606 1.2 0.9 -0.5
O -0.193315 0.249126 -1.444869 -2.1 -0.9 -2.9
C -0.136083 0.604089 -3.857359 -0.3 -0.3 -0.2
Br -1.656865 -0.463587 -4.170077 0.1 0.1 0.2
C -7.391791 4.183162 -2.404071 0.0 0.0 0.0
C -6.600584 3.099852 -3.117833 0.0 -0.1 0.5
S -5.552531 2.190292 -1.973162 0.2 -0.2 0.0
O -4.706841 1.310971 -2.738181 -0.2 -0.3 -0.1
O -4.889658 3.114148 -1.079829 -0.3 0.2 0.2
C -6.715387 1.194086 -0.981574 0.7 0.0 -0.2
C -6.094486 0.644709 0.323009 0.1 0.2 0.0
N -4.709044 0.163659 0.244056 -0.4 0.0 -0.5
C -3.634577 0.792599 0.781474 0.2 -0.1 0.1
N -2.493228 0.270720 0.360974 -0.2 0.1 -0.1
C -2.827077 -0.735263 -0.481156 -0.5 0.0 -0.1
C -4.185376 -0.837960 -0.557864 0.6 0.2 0.2
N -4.900860 -1.849251 -1.241233 -0.2 -0.3 -0.2
O -6.122299 -1.788927 -1.283236 0.1 0.1 0.1
O -4.232789 -2.746226 -1.726867 -0.1 0.2 0.0
C -3.732550 1.868335 1.800485 -0.1 0.1 -0.2
H -8.026165 4.713893 -3.112135 0.0 0.0 0.0
H -6.711419 4.895513 -1.941859 0.0 0.0 0.0
H -8.034662 3.766232 -1.629469 -0.1 0.1 0.0
H -5.908890 3.519130 -3.848403 0.1 -0.1 0.0
H -7.229383 2.355407 -3.606526 0.0 0.0 -0.1
H -7.059470 0.382665 -1.615757 0.0 0.0 -0.1
H -7.538692 1.862412 -0.735290 -0.1 -0.1 0.1
H -6.710377 -0.173942 0.691793 -0.1 0.1 -0.1
H -6.088523 1.448261 1.055335 0.0 -0.1 0.1
H -2.107683 -1.310291 -1.027325 0.0 -0.1 0.0
H -4.361407 1.553703 2.634627 0.0 0.0 0.0
H -4.149739 2.773798 1.357690 0.0 0.1 0.0
H -2.734485 2.087067 2.171401 0.0 0.0 0.0
```
Positions in Å, forces in eV/Å.

Kohn-Sham gap (spin up / spin down) (eV): 5.7 / 7.7
Multiplicity: 2
DFT total energy (eV): -373702.02238
Total charge: +1
LUMO level (spin up / spin down) (eV): -4.80 / -2.91
ΔE to the lowest compared entry with this formula, charge and spin (eV): 1.6755
E_HOMO (spin up / spin down) (eV): -10.47 / -10.65

Results of the Mulliken charge analysis, in e, for atoms 1 through 5: atom 1 (V): 0.076, atom 2 (C): -1.100, atom 3 (C): 0.594, atom 4 (C): -1.703, atom 5 (C): 1.047

***

[3]
ORCA calculation (the ωB97M-V functional and the def2-TZVPD basis) on a molecular structure, C29H35BBrCaF4N8O3S2 in a non-equilibrium geometry.

```
84
Properties=species:S:1:pos:R:3:forces:R:3
Ca 1.699146 0.185727 -1.400905 0.1 0.3 -0.2
O 2.542736 3.494055 1.185119 0.0 -0.6 0.0
C 3.186244 2.673216 2.051113 -0.5 -0.1 0.2
C 4.301258 3.148468 2.695380 1.2 0.8 0.2
C 5.022770 2.359575 3.604391 0.0 0.8 -1.1
C 4.599963 1.092824 3.876929 -0.4 -0.8 0.8
C 3.404365 0.623254 3.324568 0.4 0.1 -0.4
C 2.720798 1.381177 2.392937 -0.5 0.4 0.1
C 1.410988 0.915271 1.800130 -0.1 -1.1 -0.2
O 1.313547 1.277137 0.475772 -0.3 0.0 0.4
N 0.328696 1.405987 2.715124 -0.1 0.9 0.1
N -0.944804 0.971505 2.651203 -0.4 -0.4 -1.6
C -1.449236 0.790883 1.464214 0.3 -0.3 1.2
C -2.749110 0.119726 1.298830 0.4 0.2 -0.9
Br -2.957093 -0.376071 -0.561647 -0.3 0.3 0.1
C -3.719954 -0.254088 2.121015 0.4 -0.2 0.2
C -3.589182 -0.277450 3.594117 0.2 -0.5 0.1
C -4.627589 0.285296 4.303050 0.0 0.3 -0.2
C -4.691060 0.183627 5.664235 -0.1 0.2 0.9
C -3.694152 -0.491814 6.359590 -0.3 0.4 1.2
C -2.602452 -1.017766 5.689872 0.1 -0.3 -1.0
C -2.558848 -0.940104 4.294591 -1.0 0.7 0.0
H 1.899440 2.918786 0.694022 0.1 0.0 0.1
H 4.649765 4.161015 2.436907 -0.2 -0.5 0.2
H 5.976571 2.707047 3.980795 -0.1 0.2 0.2
H 5.158777 0.501041 4.592780 -0.1 -0.2 -0.1
H 3.036324 -0.372206 3.547084 0.0 0.0 0.1
H 1.330892 -0.209843 1.898115 0.2 0.5 -0.1
H 0.575811 1.435412 3.695070 0.5 0.0 -0.3
H -0.933969 1.082872 0.555113 0.0 0.0 0.2
H -4.659075 -0.594054 1.677900 0.3 -0.1 0.3
H -5.344409 0.869928 3.754497 -0.4 0.0 -0.1
H -5.508665 0.680180 6.187404 0.2 -0.2 0.0
H -3.771866 -0.525420 7.463646 0.2 -0.1 -0.8
H -1.788218 -1.526790 6.193825 -0.1 0.1 0.2
H -1.743932 -1.321458 3.715164 0.4 -0.3 0.0
N -1.187550 5.274158 -3.551793 0.2 0.3 -0.3
C -1.246758 4.896843 -2.229592 -0.3 0.4 0.3
C -1.562920 3.571026 -1.835405 0.1 -0.7 0.5
N -1.730561 3.216651 -0.561619 0.2 1.1 -0.6
C -1.541758 4.192654 0.343422 -0.2 -0.3 0.3
C -1.195932 5.478028 -0.016451 -0.2 -0.1 -0.5
N -1.104120 5.857572 -1.297791 0.3 -0.5 -0.2
H -0.896463 4.593519 -4.267728 -0.2 0.2 0.7
H -0.878464 6.234038 -3.728197 -0.1 -0.7 0.4
H -1.670195 2.737929 -2.532325 0.0 0.5 -0.2
H -1.711773 3.929280 1.380960 0.2 0.0 0.0
H -0.982812 6.227439 0.739940 -0.1 0.0 -0.1
C -1.492748 0.229738 -4.382748 0.0 -0.5 -0.2
O -0.254009 0.637490 -3.783939 -0.6 0.3 -0.4
C 0.325964 1.785931 -4.226029 0.1 0.0 -0.2
S -0.335651 2.694053 -5.470004 0.0 -0.4 0.0
S 1.754062 2.121100 -3.405661 0.4 0.4 0.1
H -1.720249 -0.695132 -3.867438 -0.3 0.0 0.3
H -1.356186 -0.023416 -5.438048 0.1 0.3 0.0
H -2.302760 0.967964 -4.300028 0.4 -0.1 0.2
F 4.967909 -2.368060 -1.945972 -0.1 0.1 -0.2
B 3.914148 -1.488950 -2.000359 0.7 0.0 0.3
F 4.322454 -0.146637 -2.168926 -0.3 -0.2 0.1
F 3.184065 -1.535665 -0.757086 0.0 0.2 0.3
F 2.960329 -1.788125 -2.973330 -0.1 -0.1 -0.5
C 0.184519 -4.908903 -4.174756 -0.4 -0.3 -0.4
C 0.850359 -3.612568 -4.541649 0.0 1.2 -0.4
N 0.281994 -2.553593 -3.702807 0.1 -0.7 0.5
C 0.270647 -2.755553 -2.335742 -0.2 0.2 0.0
N 0.245276 -1.695817 -1.584269 0.1 -0.5 0.1
C 0.201210 -1.901840 -0.145246 0.0 1.3 0.7
C -0.508830 -3.141059 0.250387 0.4 -1.0 0.5
C 0.129401 -4.320319 -0.471898 -0.5 0.0 0.8
N 0.207692 -4.041882 -1.875023 -0.1 -0.7 -0.9
C 0.432299 -5.241245 -2.713655 0.6 1.5 -0.2
H 0.525628 -5.694889 -4.855675 0.1 -0.1 0.3
H -0.897666 -4.821208 -4.314700 0.1 0.1 -0.1
H 0.708110 -3.299635 -5.593697 -0.2 -0.4 0.5
H 1.929138 -3.669738 -4.411271 0.3 -0.1 0.2
H 0.580856 -1.607212 -3.874068 0.1 0.1 -0.3
H -0.308125 -1.013726 0.312457 0.5 -0.8 -0.4
H 1.215671 -1.945411 0.280586 0.0 0.1 -0.1
H -1.538022 -3.034658 -0.034664 -0.7 -0.2 -0.1
H -0.430131 -3.334609 1.329721 -0.2 0.2 -0.2
H -0.491905 -5.213464 -0.293052 0.1 0.1 -0.3
H 1.112540 -4.553288 -0.054191 0.2 0.1 0.0
H -0.233992 -6.003359 -2.376071 -0.6 -0.6 0.3
H 1.450814 -5.592378 -2.536543 0.2 -0.1 -0.1
```
Positions in Å, forces in eV/Å.

Kohn-Sham gap (eV): 7.6
Multiplicity: 1
DFT total energy (eV): -170414.41405
Total charge: -1
LUMO level (eV): 2.17
ΔE to the lowest compared entry with this formula, charge and spin (eV): 0.0000
E_HOMO (eV): -5.46

Results of the Mulliken charge analysis, in e, for atoms 1 through 5: atom 1 (Ca): 1.234, atom 2 (O): -0.731, atom 3 (C): 0.084, atom 4 (C): -0.524, atom 5 (C): -0.411